# 1
{
  "formula": "C8H14NO3P",
  "method": "ωB97M-V/def2-TZVPD",
  "symbols": ["C", "C", "C", "C", "C", "C", "C", "C", "N", "O", "O", "O", "P", "H", "H", "H", "H", "H", "H", "H", "H", "H", "H", "H", "H", "H", "H"],
  "positions_angstrom": [[1.421, -0.876, -1.950], [2.084, 0.782, 0.604], [3.623, 1.167, 0.263], [-1.243, 1.998, -0.497], [-3.042, 0.126, -0.167], [0.154, -2.898, 0.303], [1.859, -0.597, 0.566], [-1.624, 0.654, 0.200], [1.601, -1.078, -3.081], [1.267, 1.604, 0.960], [-0.233, -0.996, 2.243], [-0.628, -0.281, -0.150], [0.217, -1.139, 0.886], [3.576, 1.235, -0.839], [3.747, 2.128, 0.720], [4.318, 0.364, 0.524], [-1.867, 2.836, -0.342], [-0.334, 2.403, -0.029], [-1.083, 1.802, -1.662], [-3.122, -0.920, -0.218], [-3.361, 0.399, -1.214], [-3.975, 0.631, 0.297], [0.556, -2.771, -0.690], [0.819, -3.427, 0.904], [-0.826, -3.280, 0.219], [2.650, -1.271, 0.346], [-1.546, 0.920, 1.327]],
  "lowdin_charge": [-0.12, -0.46, 0.02, -0.05, -0.04, -0.10, 0.03, -0.44, 0.00, 0.11, -0.24, -0.25, 0.49, 0.09, 0.07, 0.08, 0.05, 0.05, 0.13, 0.04, 0.08, 0.11, 0.01, 0.03, 0.05, 0.09, 0.16],
  "e_lumo_ha": -0.1405,
  "e_homo_ev": -10.589
}

# 2
{
  "formula": "C11H13NOS",
  "method": "ωB97M-V/def2-TZVPD",
  "symbols": ["C", "C", "C", "C", "C", "C", "C", "C", "C", "C", "C", "N", "O", "S", "H", "H", "H", "H", "H", "H", "H", "H", "H", "H", "H", "H", "H"],
  "positions_angstrom": [[-1.332, -2.135, 0.536], [0.183, -1.938, 0.325], [-2.890, 1.561, -0.147], [-2.238, -1.514, -0.163], [-2.946, 0.615, -1.057], [-1.689, 1.861, 0.581], [0.371, -0.724, -0.138], [4.312, -0.685, -0.059], [-1.850, -0.415, -1.095], [-0.474, 0.301, -0.642], [2.634, 1.265, 1.151], [-0.587, 1.320, 0.333], [2.738, 0.927, -1.470], [2.679, 0.112, -0.276], [-1.617, -2.922, 1.162], [0.801, -2.775, 0.744], [-3.798, 2.320, -0.121], [-3.316, -1.713, 0.191], [-3.957, 0.465, -1.536], [-1.801, 2.450, 1.532], [4.407, -1.185, -1.016], [4.099, -1.502, 0.635], [-1.729, -0.813, -2.131], [-0.046, 0.780, -1.442], [3.163, 0.784, 1.938], [3.254, 1.949, 0.710], [1.631, 1.613, 1.454]],
  "lowdin_charge": [-0.09, -0.03, -0.10, -0.09, -0.07, -0.15, -0.07, -0.22, -0.21, -0.31, -0.18, 0.10, -0.46, 0.80, 0.08, 0.13, 0.14, 0.15, 0.13, 0.13, -0.03, -0.03, 0.16, 0.13, 0.04, 0.01, 0.05],
  "e_lumo_ha": [-0.0147, -0.0145],
  "e_homo_ev": [-7.701, -7.707]
}

Energy above the lowest of the compared OMol25 structures with the same formula, charge and spin, record by record: 98.11; 198.28 kcal per mole
Largest force on an atom, record by record: 5.4; 5.6 eV/Å